(1)
ORCA calculation (ωB97M-V/def2-TZVPD) on a cluster of 10 separate species, C29H68O10 in total in a non-equilibrium geometry.

CARTESIAN COORDINATES (ANGSTROEM)
1 C -0.4559 -6.2226 5.8749
2 C -0.8865 -5.1364 4.8896
3 C -1.9973 -4.4898 5.6866
4 O -2.6996 -5.6549 6.1663
5 C -1.8008 -6.7430 6.4151
6 H 0.0483 -5.6544 6.6566
7 H 0.2667 -6.9356 5.4777
8 H -1.3078 -5.6403 4.0197
9 H -0.0486 -4.4903 4.6276
10 H -2.6893 -3.8155 5.1821
11 H -1.6010 -3.8254 6.4545
12 H -2.1335 -7.5964 5.8244
13 H -1.7675 -6.8796 7.4960
14 C 3.1131 6.8262 -4.9603
15 C 2.8000 6.7525 -6.4754
16 C 1.3061 6.4664 -6.3786
17 O 1.3205 5.3604 -5.4237
18 C 2.2282 5.6876 -4.3510
19 H 2.9916 7.8291 -4.5511
20 H 4.1560 6.5335 -4.8389
21 H 3.2720 5.9041 -6.9710
22 H 3.0023 7.6795 -7.0118
23 H 0.8810 6.1108 -7.3172
24 H 0.5568 7.2165 -6.1258
25 H 2.9333 4.8824 -4.1445
26 H 1.6972 6.0487 -3.4702
27 C -0.3931 0.6726 -0.5958
28 C -1.8363 1.3065 -0.7056
29 C -2.2891 1.4641 0.7555
30 O -1.2261 1.0733 1.5422
31 C -0.0088 1.0626 0.8159
32 H 0.3292 1.0836 -1.3011
33 H -0.4274 -0.4028 -0.7700
34 H -2.5650 0.6600 -1.1947
35 H -1.8542 2.2529 -1.2459
36 H -3.1944 0.9264 1.0375
37 H -2.5425 2.4958 0.9992
38 H 0.7390 0.4223 1.2839
39 H 0.4177 2.0634 0.8828
40 C -1.0780 -0.6015 -7.6438
41 C -0.3914 0.3212 -8.5520
42 C 1.0921 0.0546 -8.5033
43 O 1.2341 -0.9072 -7.4261
44 C -0.0048 -1.6250 -7.2902
45 H -1.9699 -1.1094 -8.0109
46 H -1.4338 -0.1592 -6.7133
47 H -0.5988 1.3671 -8.3257
48 H -0.6943 0.1855 -9.5902
49 H 1.7034 0.9225 -8.2559
50 H 1.4791 -0.2812 -9.4654
51 H -0.1896 -2.1108 -6.3321
52 H 0.1198 -2.4374 -8.0062
53 C 4.9192 -4.3544 -1.5956
54 C 4.1524 -5.2085 -0.6732
55 C 4.6962 -6.6037 -0.8647
56 O 6.0855 -6.3788 -1.0725
57 C 6.2649 -5.1123 -1.7459
58 H 4.9741 -3.2893 -1.3705
59 H 4.5505 -4.4369 -2.6181
60 H 3.0711 -5.1330 -0.7876
61 H 4.3163 -4.8300 0.3358
62 H 4.4148 -7.0891 -1.7992
63 H 4.4208 -7.2197 -0.0087
64 H 6.4226 -5.2666 -2.8133
65 H 7.0565 -4.4903 -1.3282
66 C 8.1174 2.4784 -1.0656
67 C 7.1121 2.6635 0.1188
68 C 7.6044 1.9948 1.3679
69 O 7.0891 4.0161 0.4256
70 H 7.6349 2.8949 -1.9497
71 H 8.3663 1.4561 -1.3505
72 H 9.0489 3.0156 -0.8873
73 H 6.0890 2.3898 -0.1390
74 H 6.8447 1.9660 2.1490
75 H 8.5135 2.4672 1.7400
76 H 7.8686 0.9558 1.1710
77 H 6.4351 4.0877 1.1247
78 C -7.3363 -3.2934 -2.0873
79 C -8.1848 -2.0550 -2.5087
80 C -8.4949 -2.0307 -4.0143
81 O -9.4614 -2.0448 -1.9153
82 H -6.3926 -3.3669 -2.6278
83 H -7.9432 -4.1974 -2.1371
84 H -7.0125 -3.2286 -1.0485
85 H -7.7301 -1.1093 -2.2139
86 H -7.6904 -2.1113 -4.7454
87 H -9.0251 -1.0921 -4.1756
88 H -9.1272 -2.8570 -4.3392
89 H -9.9374 -1.2432 -2.1445
90 C -6.3556 2.8139 10.7640
91 C -6.2859 1.9525 9.4945
92 C -5.4318 2.4652 8.3798
93 O -5.7993 0.6686 9.8459
94 H -5.3818 2.8760 11.2498
95 H -7.0006 2.4746 11.5746
96 H -6.6481 3.8358 10.5225
97 H -7.3216 1.8698 9.1652
98 H -4.3581 2.5103 8.5621
99 H -5.7697 3.4241 7.9867
100 H -5.5269 1.7578 7.5560
101 H -5.0022 0.7479 10.3750
102 O 1.6893 2.0211 6.0004
103 H 1.5293 1.4934 6.7829
104 H 0.9506 1.8254 5.4239
105 O 3.9486 5.3379 4.2320
106 H 3.8151 6.0828 4.8181
107 H 3.6143 4.5855 4.7202

Relative energy (zero: lowest compared OMol25 entry of this formula, charge and spin) ... 76.53 kcal/mol
Gap between HOMO and LUMO ... 9.7 eV
E_LUMO ... 0.0060 Eh
Multiplicity ... 1
HOMO energy ... -9.56 eV

(2)
ORCA calculation (ωB97M-V/def2-TZVPD) on a structure of composition C11H8NO5Sn in a non-equilibrium geometry.

CARTESIAN COORDINATES (ANGSTROEM)
1 O -2.6764 -4.7076 -1.3567
2 C -2.5745 -3.8101 -2.0552
3 Sn 0.6182 0.0331 -2.2830
4 O 2.1123 -1.5802 0.0626
5 C 1.5137 -0.9879 -0.7436
6 C 1.7307 1.9147 -2.0844
7 O 2.1407 2.9862 -2.1558
8 C -0.9814 1.5307 -2.8645
9 O -1.6911 2.5094 -2.9154
10 C 1.5194 -0.7165 -4.2233
11 O 2.0741 -0.9854 -5.1913
12 H -0.8993 -0.2404 -2.8713
13 N -0.9248 1.1391 0.0113
14 C -0.4862 0.6130 1.2591
15 C -1.1728 -0.4601 1.8411
16 C -0.7013 -0.9765 3.0572
17 C 0.4531 -0.4520 3.6640
18 C 1.1358 0.6012 3.0446
19 C 0.6803 1.1403 1.8298
20 H -1.8710 0.9068 -0.2360
21 H -0.7281 2.1087 -0.1427
22 H -2.0783 -0.8663 1.3565
23 H -1.2461 -1.7995 3.5371
24 H 0.8002 -0.8523 4.6157
25 H 2.0335 1.0024 3.5097
26 H 1.2195 1.9493 1.3346

Gap between HOMO and LUMO (alpha / beta) ... 5.7 / 5.7 eV
E_LUMO (alpha / beta) ... -0.1948 / -0.1917 Eh
Charge ... +1
Multiplicity ... 1
HOMO energy (alpha / beta) ... -11.00 / -10.95 eV

(3)
ORCA calculation (ωB97M-V/def2-TZVPD) on an isolated molecule of C3H5N3 in a non-equilibrium geometry.

CARTESIAN COORDINATES (ANGSTROEM)
1 H 1.5532 2.0135 0.0077
2 N 0.6649 1.5201 0.0070
3 C 0.7953 0.2679 -0.1154
4 C 2.1181 -0.4336 -0.0766
5 N 2.5546 -0.7385 0.9555
6 N -0.2246 -0.6297 -0.0794
7 C -1.5939 -0.1878 -0.1917
8 H -0.0227 -1.5737 0.2118
9 H -1.9305 0.3818 0.6801
10 H -2.2256 -1.0683 -0.3227
11 H -1.6889 0.4484 -1.0763

Relative energy (zero: lowest compared OMol25 entry of this formula, charge and spin) ... 43.86 kcal/mol
Gap between HOMO and LUMO ... 9.5 eV
E_LUMO ... -0.0029 Eh
Multiplicity ... 1
HOMO energy ... -9.58 eV

- Which value of multiplicity does entry 2 give?
  1

- multiplicity of number 1 (C29H68O10)?
  1

- multiplicity of number 3 (C3H5N3)?
  1